Entry 1:
ORCA calculation (wB97M-V/def2-TZVPD) on an isolated molecule of C3H8Cl2Si.

Each line ends with the natural charge from an NBO analysis.
Atoms and positions in Å:
C: 1.4008 1.1651 0.5523  -1.08
Si: 0.0581 0.3750 -0.5678  1.31
C: -1.3488 0.2308 0.7963  -0.82
Cl: -2.9974 -0.0490 0.1176  -0.10
C: 0.3445 -1.4430 -1.1651  -0.82
Cl: 0.2230 -2.5119 0.2178  -0.07
H: 2.2403 0.6320 0.8612  0.25
H: 1.7991 2.1792 0.1145  0.25
H: 0.8478 1.3822 1.4804  0.24
H: -0.6755 1.0129 -1.6824  -0.16
H: -1.5355 1.2690 1.2121  0.24
H: -1.1538 -0.6657 1.4673  0.26
H: -0.4611 -1.7086 -1.7917  0.23
H: 1.2585 -1.8682 -1.6124  0.25

Output
- strongest force on any atom (Eh/bohr) = 0.0682
- SMILES string = C[SiH](CCl)CCl
- energy relative to the best compared isomer or geometry (same formula, charge and spin) (kJ/mol) = 294.41

---

Entry 2:
ORCA calculation (wB97M-V/def2-TZVPD) on a structure of composition C3H8Cl4NO3Sn.

Each line ends with the natural charge from an NBO analysis.
Atoms and positions in Å:
Sn: -3.0042 1.1087 -0.2032  1.72
O: -1.2575 0.0927 -0.5885  -1.35
H: -0.3822 0.0800 -0.1546  0.57
C: 0.2694 -1.3770 1.0296  -0.53
N: 0.7524 -2.7509 1.4322  0.54
O: 1.8954 -3.0040 1.6947  -0.34
O: -0.1062 -3.5899 1.4392  -0.37
H: -0.7438 -1.2784 1.4192  0.22
H: 0.0904 -1.4849 -0.0402  0.24
H: 0.8797 -0.5470 1.3856  0.23
C: 0.2453 1.6384 1.0556  -0.44
Cl: 1.2624 1.2066 2.3905  0.08
Cl: 1.2205 1.4474 -0.5330  0.03
H: -0.7255 1.1545 0.9483  0.16
H: 0.1351 2.7119 1.2093  0.26
C: -0.1130 0.8408 -2.3326  -0.43
Cl: 0.9700 2.0456 -2.9951  0.01
Cl: -0.8879 0.1052 -3.6574  0.01
H: 0.4055 0.1791 -1.6388  0.22
H: -0.9058 1.4213 -1.8609  0.16

Output
- strongest force on any atom (Eh/bohr) = 0.1309
- energy relative to the best compared isomer or geometry (same formula, charge and spin) (kJ/mol) = 332.31
- net charge = +1

---

Entry 3:
ORCA calculation (wB97M-V/def2-TZVPD) on the ion C3H8ClN2 with charge +1.

Each line ends with the natural charge from an NBO analysis.
Atoms and positions in Å:
C: 0.8294 1.5119 1.1179  -0.66
C: 0.6808 0.0722 1.0371  0.03
Cl: 0.0483 -0.9649 2.5057  -0.04
N: -0.3280 -0.1976 -0.0306  -0.52
C: -0.2254 -0.9696 -1.0467  0.40
N: -1.2417 -1.1233 -1.8593  -0.74
H: 0.0379 1.8994 1.7368  0.24
H: 1.7191 1.9841 1.4098  0.27
H: 0.6512 1.8370 0.0731  0.23
H: 1.6177 -0.3193 0.6589  0.22
H: -1.2131 0.2891 0.0272  0.42
H: 0.8421 -1.4860 -1.1652  0.26
H: -1.2162 -1.7272 -2.6641  0.44
H: -2.2019 -0.8057 -1.8006  0.44

Output
- strongest force on any atom (Eh/bohr) = 0.0581
- SMILES string = C[C@@H](Cl)/[NH+]=C/N
- energy relative to the best compared isomer or geometry (same formula, charge and spin) (kJ/mol) = 46.93
- net charge = +1

---

Entry 4:
ORCA calculation (wB97M-V/def2-TZVPD) on a structure of composition C3H8CsO3S.

Each line ends with the Löwdin charge.
Atoms and positions in Å:
Cs: -0.3253 1.4065 3.2745  1.53
O: 0.9990 0.6361 2.0357  -1.09
S: 1.3898 0.6428 0.6173  0.73
O: 2.8165 0.9205 0.2794  -0.24
O: 0.8989 -0.6873 -0.2017  -0.23
C: -0.3497 -1.2251 0.0876  -0.29
C: -1.0884 -1.7692 -1.1530  -0.03
C: 0.3235 1.8610 -0.3062  -0.07
H: -0.9834 -0.4796 0.5679  0.10
H: -0.2154 -2.0070 0.8351  0.13
H: -0.5597 -2.5875 -1.6419  0.09
H: -1.2450 -0.9888 -1.8977  0.08
H: -2.1089 -2.1140 -0.9869  0.09
H: 0.2151 1.5489 -1.3449  0.09
H: 0.8925 2.7905 -0.2897  0.08
H: -0.6594 2.0522 0.1246  0.06

Output
- strongest force on any atom (Eh/bohr) = 0.2545
- energy relative to the best compared isomer or geometry (same formula, charge and spin) (kJ/mol) = 427.15
- net charge = +1

---

Short version: E = -1328.9560 -2454.0364 -688.5446 -762.7948 a.u., in the order given.
Short version: HOMO level = -9.811 -13.327 -15.009 -15.156 eV, in the order given.
Short version: frontier orbital gap = 10.57 5.80 11.26 11.70 eV, in the order given.